Below is 7 unconnected molecules or ions with the total composition C42H105N7O14 in a non-equilibrium geometry, with properties calculated with ωB97M-V with the def2-TZVPD basis set.

Last column: Löwdin charge in e.
Cartesian coordinates (Å):
C 3.2240 -4.2153 -0.2768  -0.10
O 2.7837 -4.1572 1.1115  -0.17
C 1.3581 -4.3368 1.0283  -0.22
C 0.7795 -4.0794 2.4179  -0.21
N -0.6699 -4.0076 2.3504  -0.07
C -1.3442 -3.6294 3.5794  -0.18
C -1.7672 -4.8493 4.4656  -0.22
O -2.6746 -5.7236 3.8575  -0.20
C -3.3498 -6.7166 4.6672  -0.08
H 4.3049 -4.0808 -0.3189  0.09
H 2.7998 -3.4885 -0.9695  0.06
H 3.0685 -5.1908 -0.7375  0.08
H 1.1465 -5.3878 0.8312  0.12
H 0.9329 -3.6963 0.2556  0.11
H 1.0942 -3.1041 2.7892  0.09
H 1.0645 -4.7288 3.2456  0.12
H -1.0310 -4.8555 1.9372  0.11
H -2.1771 -2.9263 3.5807  0.10
H -0.6249 -3.0112 4.1167  0.11
H -2.1742 -4.5345 5.4265  0.11
H -0.8842 -5.4492 4.6858  0.11
H -2.5878 -7.3157 5.1658  0.08
H -3.9556 -7.4414 4.1233  0.08
H -4.0063 -6.2927 5.4271  0.08
C -0.2130 0.1413 2.2347  -0.14
O 0.9060 0.4256 1.5109  -0.25
C 1.5692 -0.7383 1.0903  -0.17
C 2.6811 -0.4144 0.0273  -0.14
N 2.1566 0.4347 -1.0847  -0.03
C 1.9199 -0.2858 -2.3544  -0.18
C 3.2949 -0.4673 -3.0426  -0.15
O 4.1429 -1.4769 -2.3560  -0.23
C 5.4720 -1.4057 -2.7700  -0.13
H -0.0153 -0.3522 3.1863  0.10
H -0.9576 -0.3832 1.6359  0.10
H -0.6459 1.0767 2.5891  0.08
H 0.7839 -1.3462 0.6410  0.11
H 2.0070 -1.2301 1.9590  0.12
H 3.0114 -1.3128 -0.4940  0.08
H 3.5633 -0.0249 0.5353  0.10
H 1.3555 0.9183 -0.7046  0.06
H 1.2551 0.2560 -3.0272  0.11
H 1.3170 -1.1841 -2.2210  0.09
H 3.8193 0.4820 -2.9342  0.11
H 3.1486 -0.7021 -4.0969  0.10
H 5.5429 -1.8737 -3.7518  0.09
H 6.1514 -1.9039 -2.0784  0.09
H 5.8165 -0.3718 -2.7907  0.08
C -7.6581 -7.0285 0.9764  -0.10
O -7.2953 -6.7126 -0.3815  -0.17
C -6.8048 -5.4123 -0.4027  -0.29
C -6.2495 -5.0271 -1.7717  -0.16
N -5.6660 -3.6373 -1.6770  -0.07
C -4.3248 -3.4617 -2.2108  -0.22
C -3.9133 -1.9456 -2.1841  -0.21
O -2.7034 -1.7489 -2.9091  -0.22
C -1.5907 -2.5415 -2.5709  -0.10
H -7.0318 -7.8249 1.3781  0.09
H -8.6536 -7.4725 0.9771  0.08
H -7.8650 -6.2088 1.6644  0.09
H -5.9922 -5.3319 0.3193  0.12
H -7.5538 -4.6691 -0.1295  0.12
H -7.0774 -5.0732 -2.4792  0.11
H -5.4450 -5.7162 -2.0284  0.12
H -6.3207 -2.9071 -1.9182  0.10
H -4.1895 -3.8826 -3.2071  0.12
H -3.5740 -3.9637 -1.6005  0.11
H -3.8695 -1.5784 -1.1587  0.11
H -4.7016 -1.3104 -2.5880  0.11
H -1.6202 -2.6501 -1.4867  0.09
H -0.7773 -1.9302 -2.9618  0.08
H -1.7392 -3.4652 -3.1301  0.09
C 6.8491 1.6658 -9.0988  -0.08
O 5.7800 1.9065 -8.1584  -0.23
C 5.0438 0.7691 -7.6777  -0.20
C 3.6261 1.3411 -7.3856  -0.22
N 2.6818 0.2482 -7.3088  -0.07
C 1.2957 0.7271 -7.0062  -0.18
C 0.6502 1.5465 -8.1523  -0.17
O 0.8871 2.9443 -7.7622  -0.23
C 0.3098 3.9257 -8.6161  -0.11
H 7.2897 2.5943 -9.4618  0.08
H 6.4242 1.1380 -9.9527  0.08
H 7.5452 1.1089 -8.4716  0.08
H 5.5062 0.2655 -6.8288  0.11
H 4.9929 0.0437 -8.4897  0.11
H 3.3756 2.0827 -8.1441  0.12
H 3.8073 1.9468 -6.4976  0.12
H 2.9872 -0.3992 -6.5962  0.09
H 1.2937 1.2049 -6.0265  0.11
H 0.6820 -0.1621 -6.8617  0.10
H -0.4192 1.3362 -8.1675  0.11
H 1.0628 1.3011 -9.1309  0.12
H 0.6100 4.8727 -8.1675  0.09
H -0.7680 3.8413 -8.4769  0.08
H 0.5630 3.7978 -9.6685  0.08
C -3.7171 -0.5895 6.0867  -0.10
O -3.0686 -0.5391 4.8364  -0.23
C -3.8690 -0.1455 3.7466  -0.20
C -4.0050 1.3976 3.7360  -0.19
N -2.7043 2.0030 3.8815  -0.06
C -2.8380 3.4126 3.9805  -0.22
C -1.5999 4.0158 4.6420  -0.19
O -1.5600 3.6731 6.0563  -0.18
C -0.3963 4.1403 6.7169  -0.12
H -2.9751 -1.0644 6.7286  0.09
H -4.6081 -1.2173 6.0899  0.09
H -3.9567 0.4079 6.4554  0.09
H -4.8324 -0.6314 3.9010  0.12
H -3.3901 -0.5900 2.8742  0.11
H -4.6736 1.6749 4.5510  0.11
H -4.3483 1.6568 2.7345  0.11
H -2.1153 1.5562 4.5696  0.11
H -3.7323 3.7005 4.5332  0.12
H -2.8319 3.8730 2.9925  0.11
H -1.4728 5.0664 4.3807  0.12
H -0.7228 3.6049 4.1420  0.11
H 0.5056 3.5441 6.5788  0.08
H -0.4583 3.9042 7.7792  0.08
H -0.2003 5.1762 6.4403  0.09
C 6.9193 0.7893 6.3243  -0.14
O 6.0625 0.1959 5.3621  -0.17
C 5.1804 1.1787 4.7236  -0.20
C 4.1022 0.5842 3.7990  -0.19
N 2.9593 1.4672 3.5181  -0.06
C 3.1404 2.7837 2.9664  -0.21
C 3.5206 2.7260 1.5100  -0.21
O 3.6058 4.1167 1.1083  -0.19
C 4.1294 4.2508 -0.2059  -0.11
H 6.5143 1.5398 7.0031  0.08
H 7.8723 1.2072 5.9999  0.08
H 7.3095 -0.0120 6.9519  0.08
H 5.7172 1.9536 4.1763  0.11
H 4.7557 1.8723 5.4494  0.11
H 3.9150 -0.3908 4.2489  0.12
H 4.5049 0.3130 2.8231  0.09
H 2.2974 1.0816 2.8599  0.06
H 3.7525 3.4440 3.5807  0.12
H 2.1246 3.1578 3.0947  0.11
H 2.7665 2.2231 0.9044  0.10
H 4.3694 2.0579 1.3640  0.11
H 4.2409 5.3271 -0.3375  0.09
H 3.3463 3.9913 -0.9182  0.08
H 4.9909 3.6036 -0.3704  0.09
C -4.5082 3.5965 -0.9943  -0.09
O -3.8869 2.7860 -0.0158  -0.23
C -3.2551 1.5613 -0.3313  -0.18
C -1.8543 1.8247 -0.9774  -0.15
N -0.6782 2.2712 -0.1523  -0.05
C -0.8812 3.5628 0.4540  -0.18
C -0.7640 4.6811 -0.6454  -0.21
O -0.8793 5.9736 -0.0562  -0.18
C -0.5407 6.9353 -1.0568  -0.11
H -4.0276 3.7345 -1.9628  0.08
H -4.8368 4.5118 -0.5021  0.10
H -5.3508 2.9686 -1.2841  0.08
H -3.8934 1.0342 -1.0403  0.10
H -3.1772 0.7806 0.4254  0.11
H -1.8935 2.4451 -1.8727  0.11
H -1.5772 0.8325 -1.3336  0.10
H -0.4430 1.6393 0.5997  0.04
H -0.0571 3.5900 1.1669  0.12
H -1.8501 3.5637 0.9532  0.10
H -1.6145 4.5667 -1.3174  0.09
H 0.0186 4.4854 -1.3784  0.12
H -1.2221 6.7660 -1.8906  0.08
H 0.5028 6.8678 -1.3643  0.08
H -0.7090 7.9395 -0.6676  0.08

Results
SMILES = COCCNCCOC.COCCNCCOC.COCCNCCOC.COCCNCCOC.COCCNCCOC.COCCNCCOC.COCCNCCOC
Multiplicity = 1
E_tot = -84337.9266 eV
Charge = 0
LUMO level = 0.0192 Ha
HOMO level = -8.15 eV
HOMO-LUMO gap = 8.68 eV

Below is a molecular structure, C42H105N7O18SSn in a non-equilibrium geometry, with properties calculated with ωB97M-V with the def2-TZVPD basis set.

Last column: Löwdin charge in e.
Cartesian coordinates (Å):
Sn 2.3981 2.3756 -3.2658  0.73
S -1.5247 -0.0758 0.8302  0.19
O -2.7846 -0.7272 0.3879  -0.25
O -1.3507 -0.0589 2.2669  -0.26
O -0.4418 -0.7636 0.1528  -0.21
O -1.5012 1.2808 0.3412  -0.21
C -7.0665 0.5770 6.2134  -0.11
O -7.5481 1.0635 4.9468  -0.19
C -7.8716 -0.0074 4.0134  -0.20
C -8.6694 0.6281 2.8735  -0.21
N -7.8663 1.3212 1.8505  -0.07
C -8.5072 1.6197 0.5627  -0.18
C -10.0442 2.0309 0.6817  -0.21
O -10.1027 3.3739 1.1292  -0.18
C -11.3571 3.9036 0.8469  -0.15
H -6.4857 -0.3416 6.1297  0.08
H -7.9070 0.3731 6.8769  0.08
H -6.3706 1.2756 6.6778  0.08
H -8.3682 -0.8269 4.5329  0.11
H -6.9623 -0.4935 3.6599  0.12
H -9.4025 1.2863 3.3397  0.12
H -9.1204 -0.1847 2.3041  0.11
H -7.1243 0.6901 1.5834  0.10
H -8.4597 0.7256 -0.0590  0.10
H -7.9069 2.3278 -0.0085  0.11
H -10.6118 1.2760 1.2259  0.11
H -10.3928 2.1151 -0.3476  0.11
H -11.5919 3.8997 -0.2175  0.08
H -11.3336 4.9830 0.9962  0.09
H -12.1354 3.4996 1.4943  0.09
C -0.4321 11.6983 10.7966  -0.12
O -1.5758 10.8630 10.6285  -0.20
C -1.9255 10.6982 9.2178  -0.23
C -2.7889 9.5115 9.0207  -0.20
N -2.0669 8.2551 8.6108  -0.05
C -1.1919 7.8108 9.6689  -0.21
C -0.2755 6.5932 9.3123  -0.27
O -1.0295 5.4983 9.0738  -0.17
C -0.3544 4.2737 8.8380  -0.10
H -0.4980 11.8509 11.8738  0.09
H -0.5074 12.6571 10.2838  0.08
H 0.5127 11.1822 10.6257  0.08
H -1.0771 10.5609 8.5474  0.12
H -2.5281 11.5459 8.8915  0.12
H -3.3058 9.7111 8.0821  0.11
H -3.5824 9.3449 9.7493  0.13
H -1.5584 8.4394 7.7578  0.10
H -1.7495 7.4996 10.5522  0.13
H -0.4642 8.5840 9.9156  0.10
H 0.4220 6.3354 10.1092  0.12
H 0.2949 6.9801 8.4678  0.12
H 0.2624 4.1725 7.9450  0.08
H -1.1155 3.4952 8.7851  0.09
H 0.3202 4.0251 9.6573  0.08
C 5.5933 2.2633 0.2567  -0.12
O 5.8968 3.1289 -0.8229  -0.21
C 7.2175 3.6945 -0.8398  -0.21
C 7.3315 4.6214 -2.0015  -0.23
N 6.9687 4.0825 -3.3076  -0.05
C 7.0619 5.1563 -4.3022  -0.19
C 6.6166 4.5415 -5.6945  -0.21
O 5.2184 4.3085 -5.7033  -0.22
C 4.6547 4.0582 -6.9894  -0.10
H 5.9852 2.6389 1.2020  0.08
H 6.0560 1.2784 0.1943  0.08
H 4.5325 2.0641 0.4087  0.08
H 7.9569 2.8936 -0.8431  0.12
H 7.3241 4.2276 0.1049  0.12
H 8.3407 5.0332 -2.0046  0.12
H 6.7785 5.5494 -1.8568  0.12
H 7.6335 3.3764 -3.5897  0.11
H 8.1065 5.4568 -4.3840  0.11
H 6.5000 6.0790 -4.1574  0.12
H 7.1891 3.6227 -5.8215  0.12
H 6.9414 5.2595 -6.4475  0.11
H 5.1597 3.2874 -7.5715  0.09
H 4.7452 5.0063 -7.5195  0.08
H 3.5995 3.7847 -6.9879  0.08
C 5.7355 -6.9381 3.0352  -0.15
O 4.4834 -6.3989 2.8769  -0.21
C 3.9093 -5.9715 4.1368  -0.18
C 2.4497 -5.4173 4.0388  -0.23
N 1.8821 -4.9036 5.2427  -0.07
C 1.2070 -5.9331 6.0533  -0.18
C -0.2829 -6.2903 5.6404  -0.27
O -1.1063 -6.8777 6.5720  -0.17
C -0.6391 -8.2283 6.8367  -0.08
H 6.4302 -6.1313 3.2687  0.09
H 5.9183 -7.4122 2.0708  0.09
H 5.6491 -7.7198 3.7898  0.08
H 4.5777 -5.3330 4.7145  0.12
H 3.7021 -6.9115 4.6481  0.10
H 1.7993 -6.1159 3.5123  0.12
H 2.5097 -4.5404 3.3942  0.12
H 1.2500 -4.1871 4.9154  0.11
H 1.0865 -5.5339 7.0604  0.11
H 1.8307 -6.8083 6.2353  0.10
H -0.3037 -6.7592 4.6567  0.11
H -0.8201 -5.3989 5.3167  0.12
H -1.3668 -8.6037 7.5562  0.08
H 0.2954 -8.2209 7.3977  0.08
H -0.5994 -8.8850 5.9677  0.09
C -8.0107 -7.2788 0.7764  -0.10
O -7.8056 -6.3985 -0.3525  -0.21
C -6.4489 -6.1919 -0.7516  -0.21
C -6.4898 -5.9448 -2.2882  -0.18
N -5.2079 -5.4508 -2.7254  -0.08
C -4.0190 -6.2625 -2.5453  -0.22
C -4.0050 -7.5672 -3.3255  -0.24
O -3.8297 -7.4766 -4.7385  -0.19
C -3.9211 -8.7295 -5.4457  -0.09
H -7.7426 -8.3073 0.5348  0.08
H -9.0774 -7.2438 0.9979  0.08
H -7.5222 -6.9253 1.6844  0.08
H -5.7937 -7.0362 -0.5369  0.11
H -6.0986 -5.3345 -0.1770  0.13
H -7.1044 -5.0930 -2.5792  0.12
H -6.6974 -6.8778 -2.8121  0.11
H -4.9542 -4.6697 -2.1376  0.10
H -3.8183 -6.5081 -1.5025  0.11
H -3.1307 -5.7352 -2.8931  0.12
H -4.9601 -8.0286 -3.0750  0.10
H -3.3271 -8.3087 -2.9027  0.12
H -3.9425 -8.4946 -6.5098  0.08
H -4.9051 -9.1760 -5.3030  0.08
H -3.0825 -9.3133 -5.0661  0.09
C 7.2078 -5.5290 -6.8396  -0.06
O 6.9883 -4.4390 -5.9433  -0.22
C 6.4484 -4.7014 -4.6898  -0.26
C 5.9657 -3.4916 -3.9151  -0.22
N 6.9205 -2.4395 -4.1291  -0.05
C 8.0808 -2.5960 -3.2027  -0.17
C 9.4305 -2.3931 -3.9851  -0.21
O 9.3231 -1.1414 -4.6618  -0.18
C 10.4530 -0.7741 -5.4433  -0.12
H 6.2223 -5.9211 -7.0907  0.09
H 7.9150 -6.2382 -6.4093  0.09
H 7.6966 -5.0429 -7.6839  0.09
H 7.1171 -5.3153 -4.0864  0.12
H 5.5476 -5.2950 -4.8452  0.12
H 5.6611 -3.6810 -2.8858  0.13
H 5.0683 -3.1443 -4.4272  0.11
H 7.2671 -2.7755 -5.0163  0.07
H 8.2184 -3.6001 -2.8014  0.10
H 7.9310 -1.9054 -2.3728  0.11
H 9.6890 -3.2344 -4.6281  0.12
H 10.2220 -2.3851 -3.2358  0.11
H 10.4661 -1.1451 -6.4681  0.08
H 11.4492 -0.9571 -5.0405  0.08
H 10.3871 0.3091 -5.5460  0.08
C 0.2462 6.3654 -5.7426  -0.11
O -0.2907 5.0544 -5.7514  -0.22
C -1.6133 4.9523 -6.2881  -0.21
C -2.3096 3.5846 -6.0004  -0.20
N -1.5731 2.6237 -6.7865  -0.07
C -1.7773 1.2124 -6.4053  -0.20
C -0.8622 0.2608 -7.1366  -0.20
O 0.5033 0.7072 -7.0101  -0.22
C 1.4206 0.1979 -7.9204  -0.13
H -0.4663 6.9997 -5.2152  0.08
H 0.2958 6.7615 -6.7569  0.08
H 1.2294 6.3433 -5.2726  0.08
H -1.6178 5.3002 -7.3211  0.12
H -2.2805 5.6871 -5.8376  0.11
H -3.3495 3.6904 -6.3095  0.11
H -2.3208 3.2749 -4.9554  0.12
H -1.9773 2.7177 -7.7073  0.11
H -2.8417 0.9809 -6.4434  0.12
H -1.5189 1.1127 -5.3511  0.12
H -1.0814 0.2306 -8.2039  0.12
H -0.9320 -0.7527 -6.7416  0.12
H 1.2569 -0.8362 -8.2239  0.08
H 2.3869 0.3411 -7.4367  0.09
H 1.3109 0.7538 -8.8516  0.08

Results
Multiplicity = 1
E_tot = -109184.9581 eV
Charge = 0
LUMO level = -0.1605 Ha
HOMO level = -6.76 eV
HOMO-LUMO gap = 2.39 eV